Entry from the OMol25 dataset: a structure of composition C21H26CaClGeN6O5S in a non-equilibrium geometry (ωB97M-V with the def2-TZVPD basis set).

Each line ends with the Löwdin charge.
CARTESIAN COORDINATES (ANGSTROEM)
Ca: 0.342 1.242 0.087  1.312
C: 2.154 -0.023 5.061  -0.031
N: 1.049 0.255 4.154  -0.129
C: -0.253 0.613 4.709  -0.023
C: 1.166 0.135 2.810  -0.418
N: 0.172 0.076 1.986  0.032
N: 2.473 0.031 2.348  0.171
C: 2.928 0.021 1.041  -0.488
N: 4.287 -0.031 0.941  0.176
N: 2.147 -0.017 0.018  -0.002
H: 1.798 0.074 6.081  0.093
H: 2.980 0.686 4.949  0.094
H: 2.529 -1.040 4.933  0.102
H: -0.122 0.921 5.741  0.094
H: -0.948 -0.233 4.692  0.098
H: -0.674 1.448 4.154  0.081
H: -0.709 0.105 2.486  0.055
H: 3.180 0.221 3.036  0.119
H: 4.881 0.051 1.748  0.109
H: 4.703 0.190 0.056  0.115
H: 2.688 -0.079 -0.837  0.064
O: -1.233 0.161 -0.701  -0.425
N: -1.782 -0.790 0.035  -0.202
C: -2.817 -0.489 0.845  -0.017
C: -3.378 -1.437 1.658  -0.031
C: -2.868 -2.736 1.628  -0.035
C: -1.833 -3.035 0.772  -0.056
C: -1.282 -2.047 -0.048  -0.588
S: 0.022 -2.370 -1.129  0.754
H: -3.137 0.543 0.804  0.151
H: -4.202 -1.162 2.299  0.119
H: -3.293 -3.502 2.261  0.121
H: -1.423 -4.031 0.701  0.117
O: 0.786 4.830 1.335  -0.225
Cl: 0.523 3.474 1.093  0.632
O: -0.129 2.835 2.199  -0.324
O: -0.322 3.276 -0.060  -0.428
O: 1.750 2.747 0.826  -0.420
Ge: -0.381 -0.883 -2.850  0.798
C: 0.425 0.922 -2.865  -0.360
C: 1.793 1.100 -3.075  -0.140
C: 2.320 2.376 -3.209  -0.067
C: 1.484 3.485 -3.173  -0.057
C: 0.118 3.319 -3.000  -0.068
C: -0.406 2.043 -2.836  -0.131
C: -2.253 -1.008 -3.434  -0.314
C: -3.262 -0.184 -2.938  -0.121
C: -4.550 -0.264 -3.447  -0.074
C: -4.844 -1.177 -4.450  -0.074
C: -3.853 -2.018 -4.933  -0.075
C: -2.563 -1.931 -4.431  -0.117
H: 0.476 -1.714 -3.842  -0.007
H: 2.437 0.232 -3.184  0.102
H: 3.382 2.508 -3.376  0.110
H: 1.893 4.478 -3.305  0.115
H: -0.544 4.174 -3.000  0.120
H: -1.475 1.912 -2.738  0.096
H: -3.054 0.521 -2.144  0.079
H: -5.323 0.386 -3.059  0.107
H: -5.846 -1.231 -4.855  0.109
H: -4.082 -2.744 -5.702  0.109
H: -1.788 -2.585 -4.815  0.095

The calculation puts the energy above the lowest of the compared OMol25 structures with the same formula, charge and spin at 84.6 kJ/mol. The charge is +1. As for the HOMO energy: -11.40 eV.



Entry from the OMol25 dataset: the molecule C2H2N2OS2 in a non-equilibrium geometry (ωB97M-V with the def2-TZVPD basis set).

Each line ends with the natural charge from an NBO analysis.
CARTESIAN COORDINATES (ANGSTROEM)
C: -1.029 -0.551 0.893  -0.071
C: 1.454 0.136 -0.789  0.081
N: 0.130 -0.276 1.250  -0.269
N: 1.226 0.165 0.482  -0.517
O: 0.081 1.472 -1.956  -0.895
S: -1.880 -0.587 -0.739  -0.054
S: 0.044 -0.007 -1.892  1.088
H: -1.843 -0.871 1.538  0.215
H: 1.818 0.520 1.213  0.423

As for the spin multiplicity: 3. The calculation puts the energy above the lowest of the compared OMol25 structures with the same formula, charge and spin at 399.1 kJ/mol. Its expectation value of S² is 2.02. The charge is 0. As for the HOMO energy (spin up / spin down): -6.76 / -9.56 eV.



Entry from the OMol25 dataset: a structure of composition C39H65BLiN9O4S3 (ωB97M-V with the def2-TZVPD basis set).

Each line ends with the Löwdin charge.
CARTESIAN COORDINATES (ANGSTROEM)
Li: 1.196 -0.350 0.388  0.504
C: -3.017 0.366 2.376  -0.063
C: -1.843 -0.598 2.222  -0.375
C: -1.907 -1.733 3.244  -0.062
C: -1.766 -1.143 0.827  -0.274
C: -2.797 -1.673 0.033  0.032
C: -2.202 -1.985 -1.173  -0.209
C: -2.870 -2.510 -2.412  -0.369
C: -3.875 -1.490 -2.952  -0.053
C: -3.557 -3.849 -2.137  -0.071
N: -0.891 -1.667 -1.074  0.046
N: -0.627 -1.151 0.152  0.075
B: 0.241 -1.687 -2.125  -0.491
N: 0.663 -0.233 -2.478  0.049
N: 1.433 0.471 -1.616  0.076
C: 1.694 1.633 -2.186  -0.294
C: 1.068 1.712 -3.442  0.033
C: 0.403 0.507 -3.580  -0.210
C: -0.536 0.094 -4.677  -0.361
C: -1.639 1.144 -4.840  -0.063
C: 0.208 -0.126 -5.996  -0.067
C: 2.543 2.646 -1.478  -0.371
C: 1.937 4.044 -1.573  -0.058
C: 3.978 2.627 -2.009  -0.071
N: 1.476 -2.478 -1.622  0.054
N: 2.259 -1.983 -0.624  0.088
C: 3.298 -2.789 -0.506  -0.288
C: 3.187 -3.854 -1.420  0.017
C: 2.018 -3.620 -2.112  -0.214
C: 1.468 -4.502 -3.202  -0.358
C: 1.515 -3.866 -4.595  -0.065
C: 0.090 -5.080 -2.880  -0.056
C: 4.427 -2.521 0.451  -0.388
C: 4.344 -1.129 1.060  -0.089
C: 5.772 -2.724 -0.252  -0.084
H: -3.013 0.806 3.377  0.063
H: -3.972 -0.152 2.232  0.069
H: -2.954 1.177 1.648  0.074
H: -0.918 -0.045 2.391  0.068
H: -2.815 -2.330 3.103  0.074
H: -1.915 -1.330 4.261  0.074
H: -1.041 -2.389 3.141  0.055
H: -3.840 -1.777 0.291  0.106
H: -2.106 -2.663 -3.175  0.097
H: -4.664 -1.307 -2.219  0.079
H: -4.340 -1.854 -3.874  0.073
H: -3.394 -0.533 -3.158  0.069
H: -4.352 -3.720 -1.398  0.074
H: -2.852 -4.581 -1.740  0.072
H: -4.003 -4.252 -3.051  0.071
H: -0.164 -2.217 -3.114  0.087
H: 1.043 2.550 -4.120  0.106
H: -1.001 -0.849 -4.386  0.105
H: -1.217 2.091 -5.187  0.076
H: -2.140 1.351 -3.892  0.072
H: -2.383 0.814 -5.571  0.073
H: 0.678 0.805 -6.326  0.075
H: -0.480 -0.456 -6.780  0.071
H: 0.994 -0.875 -5.885  0.067
H: 2.557 2.343 -0.427  0.121
H: 1.958 4.407 -2.605  0.075
H: 2.500 4.753 -0.959  0.074
H: 0.896 4.042 -1.243  0.070
H: 3.994 2.871 -3.075  0.074
H: 4.423 1.638 -1.883  0.071
H: 4.599 3.357 -1.482  0.068
H: 3.856 -4.689 -1.559  0.098
H: 2.166 -5.346 -3.223  0.124
H: 0.818 -3.032 -4.676  0.051
H: 1.251 -4.605 -5.357  0.071
H: 2.516 -3.489 -4.811  0.081
H: -0.676 -4.306 -2.890  0.046
H: 0.086 -5.539 -1.890  0.089
H: -0.187 -5.839 -3.618  0.074
H: 4.350 -3.248 1.266  0.103
H: 4.345 -0.364 0.276  0.075
H: 5.201 -0.951 1.716  0.076
H: 3.442 -1.020 1.662  -0.012
H: 5.886 -2.005 -1.068  0.080
H: 5.864 -3.726 -0.676  0.059
H: 6.595 -2.575 0.452  0.067
C: 1.449 -3.887 5.498  -0.182
C: 1.580 -2.910 4.341  -0.873
S: 1.834 -3.557 2.811  0.586
C: 1.461 -1.528 4.610  -0.838
C: 1.180 -1.062 6.026  -0.166
S: 1.594 -0.287 3.474  0.646
H: 1.646 -4.893 5.138  0.033
H: 0.439 -3.867 5.924  0.069
H: 2.148 -3.661 6.310  0.064
H: 1.003 -1.871 6.735  0.042
H: 0.304 -0.410 6.021  0.060
H: 2.014 -0.458 6.390  0.062
C: -4.203 4.115 5.620  -0.127
C: -3.940 4.718 4.249  -0.309
S: -2.191 4.661 3.887  0.632
O: -1.524 5.562 4.805  -0.339
O: -1.800 3.275 3.873  -0.297
C: -2.116 5.357 2.260  -0.224
C: -0.772 5.149 1.555  -0.151
N: -0.638 3.831 0.977  0.032
C: 0.236 2.856 1.400  -0.368
N: 0.094 1.755 0.708  0.089
C: -0.910 1.990 -0.208  -0.079
C: -1.372 3.276 -0.074  -0.200
N: -2.337 3.938 -0.804  -0.398
O: -2.943 3.283 -1.723  -0.125
O: -2.591 5.193 -0.547  -0.172
C: 1.224 3.064 2.493  -0.035
H: -5.270 4.142 5.840  0.070
H: -3.674 4.671 6.394  0.073
H: -3.867 3.079 5.649  0.074
H: -4.241 5.765 4.193  0.099
H: -4.436 4.158 3.455  0.105
H: -2.307 6.423 2.399  0.111
H: -2.900 4.938 1.629  0.095
H: 0.061 5.307 2.240  0.116
H: -0.732 5.888 0.759  0.117
H: -1.236 1.251 -0.920  0.104
H: 1.911 3.887 2.266  0.076
H: 1.803 2.150 2.611  0.001
H: 0.736 3.268 3.448  0.069

The charge is -2. As for the HOMO energy (spin up / spin down): -1.50 / -0.38 eV.



Entry from the OMol25 dataset: a structure of composition C15H17Cl3N3O3PRhSi (ωB97M-V with the def2-TZVPD basis set).

Each line ends with the natural charge from an NBO analysis.
CARTESIAN COORDINATES (ANGSTROEM)
Rh: 0.855 -0.574 -0.659  0.591
O: 0.054 -1.938 3.061  -0.511
C: 0.156 -1.672 1.893  0.635
N: 1.111 -0.900 1.274  -0.603
C: 1.969 -0.031 1.912  0.641
O: 2.086 0.153 3.094  -0.513
C: 2.802 0.757 0.913  0.122
C: 3.855 1.522 1.366  -0.189
C: 4.644 2.192 0.441  -0.127
C: 4.341 2.075 -0.906  -0.226
C: 3.260 1.300 -1.288  0.061
N: 2.507 0.657 -0.398  -0.413
C: -0.839 -2.226 0.884  0.120
C: -1.885 -3.023 1.302  -0.196
C: -2.757 -3.531 0.350  -0.129
C: -2.549 -3.234 -0.988  -0.231
C: -1.482 -2.424 -1.336  0.055
N: -0.655 -1.930 -0.414  -0.415
H: 4.031 1.565 2.431  0.266
H: 5.483 2.792 0.766  0.241
H: 4.927 2.574 -1.664  0.244
H: 2.980 1.203 -2.328  0.224
H: -1.977 -3.229 2.359  0.269
H: -3.585 -4.160 0.649  0.243
H: -3.196 -3.622 -1.761  0.246
H: -1.279 -2.158 -2.365  0.230
C: -1.827 3.444 0.045  -1.009
P: -1.848 1.651 0.046  1.967
C: -2.928 1.146 -1.302  -1.014
C: -2.643 1.129 1.570  -1.016
O: -0.456 1.093 -0.079  -1.168
H: -2.838 3.845 0.118  0.257
H: -1.365 3.793 -0.878  0.261
H: -1.237 3.796 0.891  0.265
H: -3.967 1.386 -1.074  0.259
H: -2.837 0.070 -1.451  0.248
H: -2.638 1.657 -2.220  0.260
H: -3.616 1.606 1.688  0.257
H: -2.004 1.395 2.414  0.271
H: -2.774 0.046 1.561  0.252
Cl: 0.865 -0.487 -3.130  -0.323
Si: 1.971 -1.982 -1.948  1.230
Cl: 1.315 -3.792 -2.579  -0.319
Cl: 3.970 -1.931 -2.255  -0.310

The calculation puts the energy above the lowest of the compared OMol25 structures with the same formula, charge and spin at 24.1 kJ/mol. The charge is +1. As for the HOMO energy: -12.20 eV.



The calculation returns the following electronic energy values, one per record and in order: -5133.10991; -1058.26119; -3545.95918; -3093.85609 Eh.